No. 1
The following is a DFT calculation (ωB97M-V/def2-TZVPD) of the molecule C9H8BrN3 in a non-equilibrium geometry.

Values from the calculation:
structure (SMILES) = BrN(c1ccccc1)n1cccn1
Kohn-Sham gap = 7.8757 eV
total energy = -3085.90517 Eh
HOMO = -8.668 eV
energy above the lowest of the compared OMol25 structures with the same formula, charge and spin = 379.4 kJ/mol
charge = 0

Geometry (Å):
Br  2.775  -0.819  -0.128
N  0.945  -0.137  0.347
C  -0.240  -0.871  0.038
C  -1.489  -0.354  0.310
C  -2.651  -1.169  0.211
C  -2.604  -2.463  -0.113
C  -1.345  -3.023  -0.409
C  -0.193  -2.211  -0.365
N  1.088  1.294  0.124
C  1.952  1.977  0.927
C  2.282  3.101  0.181
C  1.474  3.042  -0.976
N  0.822  1.919  -1.030
H  -1.723  0.649  0.726
H  -3.570  -0.675  0.485
H  -3.512  -3.103  0.130
H  -1.191  -4.058  -0.616
H  0.672  -2.634  -0.603
H  2.230  1.617  1.950
H  2.774  4.016  0.552
H  1.506  3.901  -1.740

Per-atom Mulliken charges, elementary charge units: Br -0.043; N -0.285; C 0.662; C -0.054; C -0.346; C -0.492; C -0.534; C -0.771; N 0.814; C -0.115; C -0.672; C -0.027; N -0.891; H 0.311; H 0.335; H 0.267; H 0.380; H 0.429; H 0.376; H 0.330; H 0.327

---

No. 2
The following is a DFT calculation (ωB97M-V/def2-TZVPD) of a structure of composition C28H34IrN6O.

Values from the calculation:
Kohn-Sham gap = 9.5822 eV
total energy = -1594.69243 Eh
HOMO = -17.727 eV
energy above the lowest of the compared OMol25 structures with the same formula, charge and spin = 83.1 kJ/mol
charge = +3

Geometry (Å):
Ir  0.296  -0.238  -0.405
C  0.639  -3.052  -0.690
N  1.256  -1.815  -1.235
C  0.934  -1.831  -2.715
C  0.934  -0.438  -3.246
C  1.223  -0.089  -4.549
C  1.174  1.252  -4.902
C  0.865  2.196  -3.933
C  0.588  1.773  -2.649
N  0.597  0.473  -2.320
C  2.737  -1.674  -1.023
C  3.129  -0.344  -0.403
C  4.466  -0.051  -0.210
C  4.821  1.156  0.373
C  3.822  2.045  0.743
C  2.508  1.694  0.519
N  2.160  0.522  -0.033
C  -0.868  -2.851  -0.706
C  -1.746  -3.910  -0.738
C  -3.113  -3.660  -0.636
C  -3.551  -2.355  -0.502
C  -2.617  -1.331  -0.501
N  -1.310  -1.567  -0.616
H  1.012  -3.192  0.323
H  0.933  -3.924  -1.277
H  -0.066  -2.247  -2.839
H  1.637  -2.493  -3.220
H  1.486  -0.849  -5.273
H  1.392  1.557  -5.917
H  0.846  3.252  -4.165
H  0.351  2.466  -1.855
H  3.242  -1.764  -1.985
H  3.091  -2.496  -0.399
H  5.223  -0.762  -0.514
H  5.863  1.401  0.529
H  4.054  3.001  1.191
H  1.699  2.372  0.755
H  -1.375  -4.922  -0.831
H  -3.819  -4.479  -0.656
H  -4.602  -2.121  -0.407
H  -2.902  -0.293  -0.415
C  -2.951  2.472  -1.694
N  -2.746  2.874  -0.299
C  -3.646  3.899  0.264
C  -1.767  2.319  0.396
C  -1.512  2.762  1.804
O  -1.059  1.425  -0.165
H  -3.635  3.172  -2.162
H  -3.379  1.472  -1.758
H  -2.009  2.482  -2.234
H  -4.411  4.120  -0.472
H  -3.106  4.820  0.482
H  -4.139  3.536  1.162
H  -2.124  3.602  2.109
H  -0.467  3.059  1.898
H  -1.699  1.932  2.485
C  0.128  -1.267  5.961
C  0.119  -1.093  4.479
C  -0.196  -2.131  3.606
C  -0.181  -1.932  2.242
N  0.131  -0.758  1.664
C  0.418  0.250  2.511
C  0.424  0.130  3.880
H  -0.169  -2.270  6.254
H  -0.547  -0.550  6.432
H  1.127  -1.071  6.356
H  -0.463  -3.108  3.985
H  -0.477  -2.747  1.608
H  0.656  1.196  2.057
H  0.671  0.994  4.482

Per-atom Mulliken charges, elementary charge units: Ir 2.909; C -0.971; N -0.312; C -1.162; C 1.039; C -1.102; C -0.389; C -1.083; C -0.407; N 0.269; C -1.287; C 0.696; C -0.848; C -0.537; C -1.121; C 0.060; N -0.048; C 0.479; C -1.122; C -0.595; C -1.012; C -0.065; N 0.338; H 0.594; H 0.583; H 0.390; H 0.684; H 0.556; H 0.466; H 0.495; H 0.885; H 0.607; H 0.631; H 0.570; H 0.462; H 0.507; H 0.380; H 0.562; H 0.485; H 0.525; H 0.285; C -0.729; N 0.045; C -0.992; C 0.372; C -1.037; O -0.931; H 0.382; H 0.302; H 0.213; H 0.326; H 0.363; H 0.386; H 0.622; H 0.211; H 0.195; C -1.401; C 0.994; C -1.204; C -0.039; N -0.170; C -0.053; C -1.065; H 0.384; H 0.370; H 0.363; H 0.455; H 0.388; H 0.350; H 0.505

---

No. 3
The following is a DFT calculation (ωB97M-V/def2-TZVPD) of a structure of composition C19H20FeN9O2S in a non-equilibrium geometry.

Values from the calculation:
Kohn-Sham gap = 7.1719 eV
total energy = -3041.08963 Eh
HOMO = -10.390 eV
charge = +1

Geometry (Å):
Fe  -0.195  -0.554  0.058
O  4.092  -0.610  -3.240
C  3.039  -0.628  -4.074
C  3.320  -0.708  -5.440
C  2.298  -0.736  -6.362
C  0.963  -0.679  -5.956
C  0.678  -0.585  -4.615
C  1.697  -0.558  -3.651
C  1.302  -0.476  -2.239
O  0.089  -0.264  -1.928
N  2.261  -0.615  -1.305
N  1.695  -0.622  -0.078
C  2.410  -0.743  0.977
C  1.652  -0.862  2.214
C  2.218  -1.229  3.425
C  1.387  -1.411  4.518
C  0.023  -1.221  4.370
C  -0.463  -0.844  3.128
N  0.328  -0.653  2.073
H  3.753  -0.621  -2.319
H  4.357  -0.749  -5.743
H  2.539  -0.809  -7.415
H  0.167  -0.707  -6.686
H  -0.344  -0.531  -4.266
H  3.492  -0.809  0.943
H  3.286  -1.385  3.497
H  1.800  -1.705  5.474
H  -0.659  -1.361  5.196
H  -1.520  -0.675  2.963
C  -0.653  4.584  -0.339
C  -1.637  3.490  -0.184
N  -2.925  3.608  -0.192
N  -3.399  2.336  -0.027
C  -2.436  1.420  0.086
S  -2.507  -0.251  0.289
N  -1.301  2.160  -0.009
N  -0.051  1.541  0.060
H  -1.193  5.515  -0.484
H  -0.009  4.412  -1.203
H  -0.024  4.678  0.547
H  -4.390  2.164  -0.016
H  0.446  1.686  -0.817
H  0.483  1.912  0.842
N  -1.180  -4.520  -0.110
C  0.159  -4.664  -0.367
C  0.671  -3.406  -0.361
N  -0.339  -2.499  -0.106
C  -1.440  -3.209  0.037
H  -1.861  -5.258  -0.061
H  0.613  -5.622  -0.540
H  1.683  -3.098  -0.551
H  -2.424  -2.821  0.230

Per-atom Mulliken charges, elementary charge units: Fe -0.346; O -0.657; C 0.432; C -0.665; C -0.313; C -0.816; C -0.516; C 0.156; C 1.009; O -0.794; N -1.612; N 1.262; C -0.344; C 0.713; C -1.055; C -0.284; C -0.848; C -0.071; N 0.270; H 0.571; H 0.447; H 0.381; H 0.424; H 0.424; H 0.406; H 0.468; H 0.432; H 0.428; H 0.435; C -1.224; C 0.961; N -0.805; N 0.197; C 0.213; S -0.488; N 0.104; N -0.320; H 0.357; H 0.311; H 0.300; H 0.173; H 0.389; H 0.375; N -0.030; C -0.707; C -0.490; N 0.589; C -0.332; H 0.209; H 0.423; H 0.428; H 0.429

---

No. 4
The following is a DFT calculation (ωB97M-V/def2-TZVPD) of a cluster of 17 separate species, H33O17 in total in a non-equilibrium geometry.

Values from the calculation:
Kohn-Sham gap = 8.3219 eV
total energy = -1298.75487 Eh
HOMO = -6.175 eV
energy above the lowest of the compared OMol25 structures with the same formula, charge and spin = 628.8 kJ/mol
charge = -1

Geometry (Å):
O  4.711  2.083  2.951
H  4.425  3.061  3.106
H  5.069  0.394  0.963
O  -0.379  0.702  3.446
H  -1.908  2.278  -1.915
H  1.631  -2.590  1.995
O  -0.538  -3.985  -3.609
H  1.889  -1.932  -0.516
H  -0.647  -3.050  -4.203
O  -4.482  0.737  1.887
H  -3.725  0.550  1.324
H  -4.869  -0.073  2.146
O  -2.614  -0.546  -0.398
H  2.294  -3.456  0.901
O  0.536  -1.272  1.483
H  -2.880  -1.543  4.664
H  -1.061  2.783  1.065
O  5.105  -0.096  0.079
H  0.963  -0.400  1.271
H  5.246  -1.237  0.393
O  -2.098  1.536  -2.476
H  -0.372  -1.040  1.143
H  0.098  0.250  -5.859
O  -0.735  0.875  0.324
H  3.907  1.537  3.178
H  -1.398  0.801  3.478
O  2.461  -2.859  1.608
H  0.542  1.528  -2.820
H  -0.072  1.433  0.518
O  1.282  -1.472  -0.988
H  -2.452  -0.506  -1.353
H  -0.712  -3.800  -2.667
O  -0.426  -0.286  -5.354
H  1.898  3.925  -1.328
H  -2.276  1.711  1.271
O  -1.785  -3.223  -1.582
H  -1.066  -2.660  -1.211
H  -1.939  0.103  -0.302
O  0.835  1.286  -1.988
H  -0.031  1.171  -1.510
H  -0.767  0.234  -4.713
O  -2.171  -1.255  5.281
H  -2.425  -3.497  -0.828
H  -2.701  1.967  -3.217
O  -1.920  2.612  1.622
H  1.267  -0.479  -0.911
H  -1.375  -1.025  4.772
O  2.511  4.326  -1.847
H  3.413  3.963  -1.888
H  -0.259  0.440  2.618

Per-atom Mulliken charges, elementary charge units: O -0.663; H 0.324; H 0.324; O -0.733; H 0.254; H 0.338; O -0.710; H 0.255; H 0.311; O -0.638; H 0.365; H 0.278; O -0.713; H 0.281; O -0.644; H 0.302; H 0.315; O -0.683; H 0.267; H 0.344; O -0.544; H 0.366; H 0.276; O -0.511; H 0.348; H 0.328; O -0.634; H 0.268; H 0.012; O -0.449; H 0.310; H 0.400; O -0.551; H 0.301; H 0.171; O -0.706; H 0.369; H 0.243; O -0.658; H 0.258; H 0.277; O -0.649; H 0.294; H 0.251; O -0.666; H 0.283; H 0.362; O -0.622; H 0.321; H 0.380

---

No. 5
The following is a DFT calculation (ωB97M-V/def2-TZVPD) of a structure of composition C5H13O2Tl in a non-equilibrium geometry.

Values from the calculation:
Kohn-Sham gap = 3.5021 eV
total energy = -520.39193 Eh
HOMO = -17.627 eV
energy above the lowest of the compared OMol25 structures with the same formula, charge and spin = 240.7 kJ/mol
charge = +2

Geometry (Å):
Tl  -2.743  1.021  1.463
C  -2.753  -2.345  -2.209
C  -1.564  -1.943  -1.389
O  -1.854  -1.248  -0.221
H  -3.120  -3.346  -1.984
H  -2.456  -2.472  -3.250
H  -3.591  -1.649  -2.221
H  -0.918  -1.278  -1.962
H  -1.000  -2.867  -1.260
C  1.963  0.776  2.233
C  1.286  1.708  1.262
C  1.995  2.016  -0.045
O  0.150  0.985  0.871
H  2.173  -0.211  1.821
H  1.442  0.545  3.163
H  2.899  1.244  2.537
H  1.020  2.647  1.749
H  1.396  2.614  -0.731
H  2.331  1.096  -0.523
H  2.907  2.546  0.229
H  0.437  0.162  0.469

Per-atom Mulliken charges, elementary charge units: Tl 0.944; C -1.064; C 0.012; O -0.119; H 0.348; H 0.386; H 0.359; H 0.352; H 0.406; C -1.288; C 0.382; C -1.234; O -0.295; H 0.394; H 0.352; H 0.371; H 0.314; H 0.346; H 0.375; H 0.372; H 0.287

---

No. 6
The following is a DFT calculation (ωB97M-V/def2-TZVPD) of a structure of composition C31H63Br2ClN20O15S in a non-equilibrium geometry.

Values from the calculation:
Kohn-Sham gap = 8.2133 eV
total energy = -9449.48743 Eh
HOMO = -8.859 eV
charge = 0

Geometry (Å):
C  4.155  -2.272  -0.969
O  4.020  -0.868  -1.052
C  3.499  -0.392  0.208
C  2.894  1.040  0.091
C  1.631  1.087  0.990
C  0.496  1.976  0.437
C  0.081  1.547  -1.019
C  -1.365  1.097  -1.044
C  -2.387  1.995  -0.998
Cl  -1.919  3.681  -0.906
C  -3.773  1.609  -0.995
C  -4.865  2.660  -0.954
Br  -4.747  3.865  -2.532
C  -4.898  3.484  0.428
C  -4.008  2.853  1.514
Br  -4.552  5.427  0.270
C  -4.038  0.260  -1.028
S  -5.778  -0.208  -0.974
C  -6.610  0.382  -2.471
O  -6.028  -1.617  -0.853
O  -6.338  0.471  0.185
C  -2.984  -0.702  -1.102
N  -3.327  -2.016  -1.174
C  -2.319  -2.841  -1.255
C  -0.973  -2.394  -1.225
C  0.140  -3.452  -1.329
C  -0.242  -4.798  -0.744
O  -0.440  -5.728  -1.494
O  -0.319  -4.999  0.627
C  -1.629  -5.196  1.112
C  -2.515  -6.349  0.670
O  -2.035  -4.436  1.951
N  -0.576  -1.152  -1.145
C  -1.646  -0.309  -1.103
H  4.634  -2.585  -0.025
H  4.775  -2.654  -1.790
H  3.153  -2.735  -1.025
H  2.750  -1.128  0.550
H  4.324  -0.390  0.941
H  2.703  1.251  -0.968
H  3.660  1.742  0.440
H  1.940  1.535  1.947
H  1.213  0.090  1.187
H  -0.375  1.893  1.105
H  0.783  3.035  0.386
H  0.738  0.778  -1.429
H  0.187  2.430  -1.659
H  -5.864  2.255  -1.055
H  -5.926  3.446  0.805
H  -4.383  3.220  2.459
H  -2.974  3.199  1.477
H  -4.084  1.763  1.546
H  -5.870  0.775  -3.178
H  -7.221  -0.433  -2.860
H  -7.217  1.240  -2.158
H  -2.555  -3.904  -1.347
H  0.964  -3.052  -0.714
H  0.538  -3.530  -2.346
H  -3.517  -5.936  0.497
H  -2.207  -6.837  -0.261
H  -2.590  -7.133  1.432
C  -2.525  3.008  4.840
O  -2.441  3.342  3.670
N  -2.799  1.729  5.199
N  -2.353  3.892  5.877
H  -2.876  1.418  6.147
H  -2.927  1.061  4.458
H  -2.149  4.844  5.637
H  -2.418  3.636  6.842
C  -6.644  1.739  3.756
O  -5.450  1.966  3.632
N  -7.359  2.168  4.845
N  -7.361  1.046  2.830
H  -8.338  1.997  4.970
H  -6.860  2.684  5.546
H  -6.870  0.714  2.011
H  -8.341  0.854  2.918
C  1.715  5.284  -2.025
O  1.932  4.087  -2.098
N  0.830  5.819  -1.135
N  2.343  6.192  -2.833
H  0.638  6.799  -1.061
H  0.350  5.180  -0.526
H  3.001  5.833  -3.499
H  2.181  7.179  -2.792
C  -1.375  -5.346  -6.033
O  -1.871  -5.225  -7.141
N  -0.116  -5.822  -5.834
N  -2.048  -5.011  -4.887
H  0.307  -5.926  -4.931
H  0.414  -6.076  -6.646
H  -2.980  -4.654  -4.989
H  -1.657  -5.104  -3.967
C  3.171  -4.903  -7.027
O  2.722  -5.542  -6.090
N  3.232  -3.540  -7.022
N  3.647  -5.500  -8.160
H  3.595  -2.996  -7.780
H  2.889  -3.070  -6.205
H  3.617  -6.501  -8.198
H  4.018  -4.994  -8.942
C  3.630  -2.142  3.512
O  3.939  -0.970  3.579
N  4.476  -3.103  3.021
N  2.409  -2.607  3.919
H  4.240  -4.075  2.958
H  5.381  -2.800  2.712
H  1.761  -1.933  4.284
H  2.134  -3.570  3.872
C  6.600  1.997  1.016
O  5.757  1.905  1.892
N  6.669  1.116  -0.022
N  7.542  2.986  0.998
H  7.352  1.165  -0.753
H  5.986  0.380  -0.041
H  7.519  3.650  1.748
H  8.247  3.081  0.288
C  10.382  5.557  -0.097
O  10.417  4.353  0.092
N  10.881  6.136  -1.229
N  9.843  6.427  0.807
H  10.863  7.122  -1.405
H  11.285  5.526  -1.915
H  9.469  6.036  1.651
H  9.805  7.419  0.672
C  -3.825  -1.911  4.756
O  -2.944  -1.119  4.467
N  -3.572  -3.224  5.030
N  -5.137  -1.542  4.824
H  -4.282  -3.890  5.267
H  -2.616  -3.525  4.984
H  -5.354  -0.580  4.623
H  -5.881  -2.171  5.057

These are the Mulliken partial charges, in e, on atoms 1 to 99: C -0.147; O -0.528; C -0.286; C -0.450; C -1.375; C -0.028; C -1.326; C -0.751; C 1.182; Cl -0.038; C 0.418; C -1.389; Br -0.008; C -0.208; C -1.224; Br -0.105; C 0.776; S 1.546; C -1.095; O -0.702; O -0.768; C -0.702; N -0.476; C -1.027; C 0.289; C 0.616; C 0.134; O -0.514; O -0.278; C 0.573; C -0.985; O -0.449; N -0.217; C 0.281; H 0.206; H 0.328; H -0.191; H 0.226; H 0.502; H 0.421; H 0.169; H 0.456; H 0.401; H 0.166; H 0.137; H 0.800; H 0.669; H -0.111; H 0.573; H 0.670; H 0.544; H 0.080; H 0.334; H 0.454; H 0.365; H 0.724; H -0.459; H 0.509; H 0.304; H 0.305; H 0.335; C 0.679; O -0.594; N -0.108; N -0.466; H 0.125; H 0.042; H 0.225; H 0.128; C 0.446; O -0.395; N -0.474; N -0.247; H 0.132; H 0.235; H 0.352; H 0.151; C 0.702; O -0.558; N -0.258; N -0.466; H 0.169; H 0.128; H 0.223; H 0.137; C 0.583; O -0.684; N -0.255; N -0.318; H 0.167; H 0.149; H 0.156; H 0.201; C 0.674; O -0.651; N -0.371; N -0.392; H 0.155; H 0.213